[1]
# C3H10NO3S

A cluster of 3 separate species, C3H10NO3S in total (the ωB97M-V functional and the def2-TZVPD basis, the OMol25 dataset).

Each line ends with the natural charge from an NBO analysis.
CARTESIAN COORDINATES (ANGSTROEM)
O 0.755 0.829 -0.254  -0.839
C 0.690 -0.308 -0.812  0.293
C -0.703 -0.826 -1.293  -0.139
C -1.128 -1.537 -0.036  -0.511
S 0.524 -2.133 0.430  -0.313
N -1.641 0.209 -1.750  -0.844
H 1.539 -0.608 -1.440  0.110
H -0.527 -1.493 -2.145  0.179
H -1.557 -0.798 0.649  0.199
H -1.868 -2.323 -0.173  0.192
H -1.318 0.570 -2.642  0.341
H -1.606 0.994 -1.097  0.362
H 1.360 1.048 1.533  0.515
H 1.745 2.172 2.480  0.449
O 1.090 1.470 2.387  -0.970
H -0.175 2.597 -0.217  0.491
H 0.104 2.839 1.194  0.484
O -0.294 3.307 0.444  -0.997

## Properties
- HOMO-LUMO gap: 7.64 eV
- Net charge: -1
- E_HOMO: -0.14462 Eh

***

[2]
# C3H10NO4

A cluster of 2 separate species, C3H10NO4 in total in a non-equilibrium geometry (the ωB97M-V functional and the def2-TZVPD basis, the OMol25 dataset).

Each line ends with the natural charge from an NBO analysis.
CARTESIAN COORDINATES (ANGSTROEM)
O 0.159 1.302 2.216  -0.536
C 0.405 0.774 1.166  0.775
O 1.620 0.367 0.891  -0.710
C -0.651 0.676 0.008  -0.166
C -1.609 -0.488 0.323  -0.090
O -1.594 -1.246 -0.877  -0.742
N -0.162 0.663 -1.424  -0.739
H 2.376 0.570 1.581  0.546
H -1.266 1.669 -0.007  0.253
H -2.602 -0.034 0.556  0.200
H -1.432 -1.117 1.225  0.214
H -2.044 -2.065 -0.612  0.503
H 0.741 -0.099 -1.418  0.499
H -0.988 0.365 -1.995  0.459
H 0.100 1.601 -1.728  0.434
H 2.269 -1.788 -1.029  0.524
H 1.123 -1.995 -2.087  0.512
O 1.520 -1.380 -1.456  -0.935

## Properties
- HOMO-LUMO gap: 11.16 eV
- Net charge: +1
- E_HOMO: -0.53217 Eh

***

[3]
# C3H10NO4S

A cluster of 3 separate species, C3H10NO4S in total in a non-equilibrium geometry (the ωB97M-V functional and the def2-TZVPD basis, the OMol25 dataset).

Each line ends with the natural charge from an NBO analysis.
CARTESIAN COORDINATES (ANGSTROEM)
O -1.218 0.024 -1.382  -0.836
C -0.298 0.840 -1.607  0.750
O -0.209 1.503 -2.637  -0.742
C 0.744 1.150 -0.395  -0.174
C 0.007 1.009 1.043  -0.434
S 0.624 2.381 2.229  -0.164
N 1.963 0.298 -0.445  -0.851
H 0.793 2.308 -0.512  0.212
H -1.018 1.243 0.833  0.222
H 0.097 0.119 1.468  0.199
H 1.815 2.303 1.557  0.138
H 2.405 0.530 -1.365  0.358
H 1.788 -0.652 -0.511  0.355
H -0.946 -2.572 1.687  0.469
H -1.803 -1.668 0.965  0.487
O -1.536 -1.855 1.953  -0.963
H -0.641 -1.693 -0.858  0.505
H -1.753 -2.614 -1.231  0.471
O -0.813 -2.657 -0.792  -1.001

## Properties
- HOMO-LUMO gap: 7.88 eV
- Net charge: -1
- E_HOMO: -0.17088 Eh

***

[4]
# C3H10NOPS

A structure of composition C3H10NOPS in a non-equilibrium geometry (the ωB97M-V functional and the def2-TZVPD basis, the OMol25 dataset).

Each line ends with the natural charge from an NBO analysis.
CARTESIAN COORDINATES (ANGSTROEM)
C 0.438 -2.043 0.239  -0.436
C 2.238 2.157 2.353  -0.833
C -3.081 -0.090 -2.822  -0.402
N 0.027 -0.626 0.241  -0.999
O -0.074 -0.434 -2.362  -1.101
P -0.432 0.254 -1.134  1.418
S -3.071 0.010 -1.180  0.100
H -0.136 -2.553 1.058  0.192
H 0.464 -2.485 -0.791  0.233
H 1.462 -2.207 0.626  0.189
H 2.418 1.116 2.376  0.209
H 1.680 2.483 1.346  0.207
H 3.062 2.752 2.476  0.210
H -3.994 0.248 -3.340  0.194
H -2.442 -0.621 -3.420  0.203
H 1.532 2.374 3.105  0.206
H -0.090 -0.335 1.229  0.408

## Properties
- HOMO-LUMO gap (spin up / spin down): 7.44 / 7.44 eV
- E_HOMO (spin up / spin down): -0.31019 / -0.31019 Eh

***

[5]
# C3H10NOS

A cluster of 2 separate species, C3H10NOS in total in a non-equilibrium geometry (the ωB97M-V functional and the def2-TZVPD basis, the OMol25 dataset).

Each line ends with the natural charge from an NBO analysis.
CARTESIAN COORDINATES (ANGSTROEM)
C -2.045 1.238 -0.612  -0.799
S -2.764 0.345 0.752  0.149
C -1.271 -0.545 1.212  -0.747
H -1.244 0.638 -1.175  0.299
H -1.398 2.018 -0.245  0.223
H -2.822 1.726 -1.197  0.195
H -1.732 -1.287 1.955  0.183
H -0.656 -1.140 0.486  0.253
H -0.583 0.057 1.803  0.217
N 2.667 -0.641 0.266  -0.917
C 1.929 -0.209 -0.972  0.137
O 0.863 0.581 -0.626  -0.964
H 2.264 -0.226 1.074  0.347
H 2.419 -1.584 0.566  0.318
H 2.859 0.128 -1.635  0.058
H 1.514 -1.098 -1.653  0.048

## Properties
- HOMO-LUMO gap: 6.17 eV
- Net charge: -1
- E_HOMO: -0.10256 Eh

***

[6]
# C3H10NOS

A cluster of 2 separate species, C3H10NOS in total in a non-equilibrium geometry (the ωB97M-V functional and the def2-TZVPD basis, the OMol25 dataset).

Each line ends with the natural charge from an NBO analysis.
CARTESIAN COORDINATES (ANGSTROEM)
C -0.247 -2.151 -0.024  -0.459
N -0.327 -1.194 -1.083  -0.686
C 1.098 -0.514 -1.247  -0.229
C 1.141 0.939 -0.401  -0.564
S 1.218 0.885 1.406  -0.780
H -1.283 -2.775 0.059  0.141
H 0.551 -2.918 -0.147  0.159
H -0.088 -1.619 0.941  0.217
H -0.950 -0.394 -0.932  0.382
H 1.361 -0.213 -2.199  0.151
H 1.913 -1.220 -0.943  0.163
H 2.069 1.439 -0.629  0.168
H 0.329 1.524 -0.905  0.163
H -3.335 0.250 0.241  0.327
H -3.163 1.511 0.752  0.337
O -3.319 1.121 -0.140  -1.490

## Properties
- Expectation value of S²: 0.7507
- HOMO-LUMO gap (spin up / spin down): 2.46 / 6.00 eV
- Net charge: -2
- E_HOMO (spin up / spin down): 0.14052 / 0.01143 Eh
- Spin multiplicity: 2

***

[7]
# C3H10NOS

A cluster of 2 separate species, C3H10NOS in total (the ωB97M-V functional and the def2-TZVPD basis, the OMol25 dataset).

Each line ends with the natural charge from an NBO analysis.
CARTESIAN COORDINATES (ANGSTROEM)
C 1.509 1.770 -2.466  -0.614
C 1.083 0.869 -1.300  -0.589
S -0.641 0.379 -1.414  0.130
H 0.875 2.658 -2.428  0.212
H 1.290 1.282 -3.412  0.213
H 2.549 2.080 -2.401  0.215
H 1.715 -0.020 -1.225  0.230
H 1.166 1.418 -0.356  0.245
H -0.111 -1.001 0.222  0.464
N -1.580 -1.403 2.993  -0.830
C -1.486 -1.258 1.570  0.088
O -0.150 -1.417 1.103  -0.771
H -1.318 -2.336 3.288  0.357
H -0.911 -0.769 3.416  0.355
H -2.133 -1.994 1.087  0.150
H -1.857 -0.258 1.323  0.146

## Properties
- Expectation value of S²: 0.7527
- HOMO-LUMO gap (spin up / spin down): 10.43 / 6.93 eV
- E_HOMO (spin up / spin down): -0.34965 / -0.34180 Eh
- Spin multiplicity: 2

***

[8]
# C3H10NOSSi

The ion C3H10NOSSi with charge +1 in a non-equilibrium geometry (the ωB97M-V functional and the def2-TZVPD basis, the OMol25 dataset).

Each line ends with the natural charge from an NBO analysis.
CARTESIAN COORDINATES (ANGSTROEM)
C 1.617 1.073 -0.223  -0.384
C 2.415 -0.247 -0.038  -0.227
C 0.342 0.153 0.011  -0.250
N 1.271 -0.939 0.492  -0.503
O -2.214 -0.221 0.789  -1.027
Si -3.457 -0.154 -0.291  1.203
S -0.903 0.830 1.083  0.634
H 1.891 1.672 0.547  0.222
H 1.552 1.620 -1.133  0.252
H 2.769 -0.482 -1.007  0.249
H 3.129 -0.086 0.667  0.229
H 0.022 -0.137 -0.972  0.247
H 1.211 -1.898 0.337  0.441
H 1.235 -0.792 1.465  0.431
H -3.073 0.204 -1.724  -0.200
H -3.553 -1.582 -0.075  -0.148
H -4.254 0.985 0.073  -0.169

## Properties
- HOMO-LUMO gap: 10.21 eV
- Net charge: +1
- Structure (SMILES): [SiH3]OS[C@H]1CC[NH2+]1
- E_HOMO: -0.49642 Eh

***

Going through the records in order, we get energy values of -799.008029 -475.761055 -874.254297 -989.784775 -648.434370 -648.309859 -648.423623 -937.646414 a.u..
Going through the records in order, we get energy above the lowest of the compared OMol25 structures with the same formula, charge and spin values of 136.6 106.0 157.5 297.0 255.2 185.2 28.3 3.5 kJ/mol.